1.
{
  "formula": "C14H29N4O3S",
  "method": "ωB97M-V with the def2-TZVPD basis set",
  "smiles": "CNC(=O)[C@@H](CCCC[NH3+])NC(=O)[C@@H](CCSC)NC(C)=O",
  "charge": 1,
  "e_homo_ev": -10.510,
  "multiplicity": 1,
  "elements": ["O", "O", "O", "S", "C", "C", "C", "N", "N", "N", "C", "C", "C", "C", "C", "C", "C", "C", "C", "C", "C", "N", "H", "H", "H", "H", "H", "H", "H", "H", "H", "H", "H", "H", "H", "H", "H", "H", "H", "H", "H", "H", "H", "H", "H", "H", "H", "H", "H", "H", "H"],
  "coordinates": [[1.349, 2.590, -1.577], [-0.275, -0.331, -1.070], [-1.642, -1.620, 1.823], [-4.365, 1.643, -0.696], [0.989, 3.260, -0.613], [-0.248, 0.376, -0.072], [-0.596, -2.202, 1.561], [-0.521, -3.549, 1.477], [0.028, 2.825, 0.195], [0.412, -0.009, 1.040], [-5.392, 0.227, -1.229], [1.700, 4.517, -0.194], [-1.581, -4.532, 1.699], [-3.210, 0.903, 0.399], [3.102, -1.348, 0.465], [3.227, -0.095, -0.441], [-2.114, 1.852, 0.846], [1.744, -2.072, 0.490], [3.250, -0.344, -1.959], [-0.908, 1.766, -0.107], [0.703, -1.391, 1.412], [1.994, 0.066, -2.630], [0.374, -3.892, 1.328], [-0.140, 3.382, 0.999], [0.363, 0.653, 1.790], [-5.887, 0.437, -2.181], [-6.065, -0.096, -0.458], [-4.753, -0.627, -1.436], [0.945, 5.302, 0.013], [2.354, 4.309, 0.658], [2.288, 4.919, -1.003], [-1.755, -4.666, 2.783], [-1.358, -5.512, 1.294], [-2.537, -4.193, 1.287], [-2.766, 0.059, -0.107], [-3.761, 0.540, 1.259], [3.354, -1.061, 1.513], [3.822, -2.087, 0.115], [4.154, 0.387, -0.163], [2.440, 0.595, -0.211], [-2.451, 2.876, 0.895], [-1.873, 1.597, 1.868], [1.343, -2.218, -0.519], [1.951, -3.060, 0.944], [4.044, 0.257, -2.390], [3.423, -1.411, -2.165], [-1.202, 1.870, -1.102], [1.059, -1.408, 2.447], [1.237, -0.449, -2.196], [2.012, -0.073, -3.642], [1.742, 1.037, -2.440]],
  "forces_ev_per_angstrom": [[0.015, -0.131, -0.654], [-0.179, -0.352, -0.373], [0.409, -0.056, -0.233], [-1.051, 0.899, -1.344], [1.214, -0.455, -0.263], [0.385, -0.268, -0.103], [-1.889, 0.065, 0.201], [-0.670, 0.374, -0.136], [-0.377, 0.131, 0.626], [-0.234, 0.307, 0.578], [0.976, -0.180, -0.177], [-0.809, 0.621, -0.076], [-0.800, 0.675, 1.066], [-0.103, -0.713, 0.589], [-0.305, 0.207, -0.046], [-0.071, -0.762, 0.226], [0.118, -0.254, -0.492], [0.267, 0.178, 0.720], [0.767, -0.171, 0.446], [0.583, -0.415, 1.882], [0.113, -0.696, -0.782], [0.103, -0.359, -0.239], [1.488, -0.945, -0.342], [-0.386, 0.404, 0.562], [-0.074, 0.019, 0.390], [-0.090, 0.358, 0.408], [-0.573, 0.149, 0.270], [0.325, -0.085, -0.030], [0.487, -0.400, 0.403], [-0.238, 0.193, 0.008], [0.305, -0.225, -0.302], [0.101, 0.070, -0.390], [0.417, 0.157, -0.284], [0.339, 0.095, -0.086], [0.138, -0.488, 0.061], [0.140, -0.240, 0.247], [0.034, -0.198, -0.741], [0.306, 0.085, 0.189], [0.257, 0.205, -0.051], [-0.357, 0.492, 0.141], [-0.264, 0.476, -0.229], [0.523, -0.216, 0.271], [-0.051, -0.063, 0.243], [-0.060, 0.377, -0.415], [0.099, -0.168, -0.200], [-0.039, 0.391, -0.159], [-0.752, 0.191, -1.693], [0.396, 0.397, -0.177], [-0.946, -0.341, -0.007], [-0.023, -0.137, 0.207], [0.038, 0.801, 0.290]]
}


2.
{
  "formula": "C4H7ClS",
  "method": "ωB97M-V with the def2-TZVPD basis set",
  "charge": 0,
  "e_homo_ev": [-7.862, -8.968],
  "multiplicity": 1,
  "elements": ["C", "C", "C", "C", "S", "Cl", "H", "H", "H", "H", "H", "H", "H"],
  "coordinates": [[-1.354, 1.083, -1.999], [-1.667, 0.300, -0.993], [-0.208, 1.955, -2.265], [1.276, -2.205, 2.941], [1.024, -0.608, 2.136], [-1.444, -0.492, 0.395], [-2.171, 1.030, -2.713], [0.192, 1.823, -3.219], [0.672, 1.720, -1.529], [-0.576, 2.970, -2.112], [2.315, -2.008, 3.343], [1.208, -3.010, 2.172], [0.732, -2.558, 3.843]],
  "forces_ev_per_angstrom": [[-1.058, -1.540, 0.790], [-0.439, 0.336, -1.190], [1.637, 0.104, 3.101], [0.824, -0.393, 0.137], [-0.362, -0.178, 0.523], [0.456, -0.206, 0.830], [0.062, 0.432, -0.446], [0.438, -0.050, -1.763], [-1.683, 0.638, -1.157], [0.508, 0.227, -0.163], [-0.665, -0.790, -0.701], [0.593, 0.523, 0.687], [-0.311, 0.898, -0.647]]
}


3.
{
  "formula": "C17H22BrIrN2O2",
  "method": "ωB97M-V with the def2-TZVPD basis set",
  "charge": 2,
  "e_homo_ev": [-15.163, -15.247],
  "multiplicity": 1,
  "elements": ["Ir", "C", "C", "C", "C", "C", "Br", "N", "C", "H", "H", "H", "H", "H", "H", "C", "C", "O", "O", "H", "H", "H", "C", "N", "C", "C", "C", "C", "C", "C", "C", "C", "H", "H", "H", "H", "H", "H", "H", "H", "H", "H", "H", "H", "H"],
  "coordinates": [[0.765, 0.520, -0.344], [-0.317, 3.424, -5.347], [0.316, 2.794, -4.149], [1.621, 3.106, -3.745], [2.202, 2.581, -2.592], [1.360, 1.745, -1.898], [2.927, -0.390, 0.038], [0.191, 1.396, -2.296], [-0.406, 1.875, -3.378], [0.431, 3.822, -6.030], [-0.951, 4.255, -5.031], [-0.949, 2.718, -5.883], [2.210, 3.783, -4.352], [3.207, 2.820, -2.279], [-1.407, 1.547, -3.622], [-0.805, 3.211, 2.357], [-0.258, 2.202, 1.409], [-0.602, 2.182, 0.197], [0.560, 1.310, 1.794], [-0.650, 4.210, 1.952], [-0.328, 3.122, 3.329], [-1.881, 3.058, 2.451], [-0.067, -3.343, 3.659], [0.050, -1.879, 3.428], [1.450, -1.511, 3.098], [-0.946, -1.329, 2.429], [-0.858, -1.927, 1.043], [-1.516, -3.141, 0.814], [-1.515, -3.760, -0.423], [-0.876, -3.156, -1.493], [-0.245, -1.936, -1.296], [-0.241, -1.319, -0.052], [0.634, -3.638, 4.436], [0.173, -3.883, 2.748], [-1.075, -3.594, 3.982], [-0.181, -1.424, 4.312], [1.781, -2.086, 2.237], [2.095, -1.736, 3.946], [1.511, -0.450, 2.874], [-0.785, -0.256, 2.384], [-1.938, -1.520, 2.836], [-2.060, -3.599, 1.631], [-2.017, -4.709, -0.552], [-0.864, -3.613, -2.472], [0.254, -1.483, -2.148]],
  "forces_ev_per_angstrom": [[-0.439, 3.856, 2.634], [-0.102, 0.072, -0.060], [0.038, -0.180, 0.264], [-0.033, 0.047, 0.121], [0.344, -0.077, -0.027], [-0.443, -0.906, -0.620], [-0.312, 0.085, -0.410], [0.680, -0.672, 0.851], [-0.293, 0.014, -0.374], [0.015, -0.042, -0.010], [0.017, 0.002, -0.008], [0.026, -0.008, -0.017], [-0.034, 0.051, 0.019], [-0.003, -0.015, 0.004], [0.029, -0.031, -0.003], [0.181, -0.023, -0.090], [-0.311, 0.494, 0.302], [0.258, -1.311, -0.736], [0.505, -1.535, -0.893], [-0.010, 0.008, -0.006], [0.005, 0.008, 0.000], [-0.014, -0.018, -0.024], [-0.054, -0.440, 0.176], [-0.042, 0.058, 0.054], [0.457, 0.133, -0.073], [-0.273, 0.046, -0.490], [0.129, 0.506, 0.406], [0.082, -0.085, -0.200], [-0.076, -0.077, 0.030], [0.090, 0.031, 0.166], [-0.020, -0.084, 0.001], [-0.152, 0.006, -1.349], [0.025, 0.120, 0.008], [0.016, 0.121, -0.065], [-0.029, 0.110, -0.037], [0.007, 0.019, -0.019], [-0.120, -0.037, -0.024], [-0.098, -0.086, 0.040], [-0.099, -0.040, 0.044], [0.046, -0.110, 0.207], [0.062, -0.049, 0.111], [0.020, -0.002, 0.029], [-0.051, 0.031, 0.000], [-0.011, -0.030, 0.007], [-0.011, 0.042, 0.059]]
}


4.
{
  "formula": "C8H10N2O",
  "method": "ωB97M-V with the def2-TZVPD basis set",
  "smiles": "C=Cc1ncc[nH]1.CC#CO",
  "charge": 0,
  "e_homo_ev": -8.321,
  "multiplicity": 1,
  "elements": ["C", "C", "C", "C", "C", "C", "C", "C", "N", "N", "O", "H", "H", "H", "H", "H", "H", "H", "H", "H", "H"],
  "coordinates": [[0.421, 0.186, -2.905], [-0.022, 1.374, -2.335], [0.802, 0.119, -0.696], [-1.050, -0.041, 2.287], [1.262, -0.414, 0.557], [-1.435, -0.247, 1.127], [2.101, 0.372, 1.240], [-2.119, -1.287, 0.323], [0.809, -0.596, -1.902], [0.209, 1.335, -0.991], [-0.266, 0.063, 3.284], [0.306, -0.327, -3.847], [-0.522, 2.178, -2.826], [0.860, -1.398, 1.000], [2.567, 0.107, 2.101], [2.424, 1.286, 0.964], [0.628, -0.122, 2.753], [-3.042, -0.913, -0.016], [-1.542, -1.501, -0.653], [-2.073, -2.149, 1.033], [-0.319, 1.974, -0.496]],
  "forces_ev_per_angstrom": [[-1.256, 0.621, 1.477], [0.238, -0.688, -1.579], [-2.203, -1.300, -4.967], [-1.887, -0.574, -3.346], [0.050, -0.186, 1.580], [-0.046, 0.358, 2.381], [-1.684, -2.429, -0.521], [2.631, -0.517, -0.575], [1.944, -0.142, 4.025], [1.394, -1.706, -1.926], [3.225, 0.006, -0.468], [0.016, 0.819, -0.387], [-0.153, 0.543, 0.135], [1.012, 1.433, -1.264], [1.082, -1.325, 2.717], [0.664, 2.955, -1.607], [-1.427, 0.749, 1.966], [-1.575, -0.124, -0.042], [-0.586, 0.156, 1.584], [-0.898, 0.217, -1.340], [-0.542, 1.135, 2.159]]
}


Asked for energy across the records above, the calculation gives -37922.817, -27614.252, -97924.275, -13480.627 eV in order.
Asked for energy relative to the best compared isomer or geometry (same formula, charge and spin) across the records above, the calculation gives 6.21, 102.80, 20.84, 131.57 kcal per mole in order.